No. 1
ORCA calculation (wB97M-V/def2-TZVPD) on a structure of composition C2H7BrSi at a distorted geometry.

Element x y z (Å)
C 0.3688 -0.4728 1.4144
C 0.4956 0.3578 0.1309
Si -0.3976 -0.1584 -1.6163
Br -1.1462 2.1606 0.9291
H 1.4277 -0.6933 1.7361
H -0.0570 0.0773 2.2224
H -0.0703 -1.4609 1.1260
H 1.0869 1.2000 0.1105
H -0.0053 0.8240 -2.5494
H 0.1180 -1.5146 -2.0495
H -1.8207 -0.3196 -1.4541

As for the HOMO energy: -0.351 Ha. Its net charge is 0. The value obtained for the HOMO-LUMO gap is 8.350 eV. The LUMO energy comes out at -1.21 eV.

---

No. 2
ORCA calculation (wB97M-V/def2-TZVPD) on a cluster of 2 separate species, C2H3N3S in total at a distorted geometry.

Element x y z (Å)
C -1.3231 -1.1723 1.3009
C 1.7080 0.7264 -0.1671
N -1.0388 -0.9501 0.1726
N 0.9018 1.4873 -0.5928
N -0.9475 -0.8654 -1.0676
S 2.6912 -0.4393 0.2889
H -1.0105 -1.0271 2.3586
H 0.3526 2.3350 -0.7636
H -1.3338 -0.0944 -1.5298

As for the HOMO energy: -0.321 Ha. Its net charge is 0. The value obtained for the HOMO-LUMO gap is 9.476 eV. The LUMO energy comes out at 0.75 eV.

---

No. 3
ORCA calculation (wB97M-V/def2-TZVPD) on a cluster of 6 separate species, C17H33NO15 in total at a distorted geometry.

Element x y z (Å)
C -9.2658 -7.6346 3.5431
O -8.9627 -6.7016 4.5701
C -8.5368 -5.5020 4.2077
O -8.3022 -5.1639 3.0837
O -8.4568 -4.7121 5.2743
C -8.2803 -3.3190 5.0427
H -9.8348 -8.4391 3.9991
H -8.3287 -8.0096 3.1277
H -9.8482 -7.1922 2.7354
H -8.1950 -2.8505 6.0184
H -9.1666 -2.8993 4.5625
H -7.4197 -3.1752 4.3908
C -3.2660 1.0134 8.7029
O -2.6902 0.8223 9.9761
C -2.1048 1.8671 10.5127
O -2.1481 2.9913 10.1123
O -1.4268 1.4735 11.5868
C -0.6493 2.4492 12.2682
H -3.8878 1.9096 8.6871
H -3.8603 0.1595 8.3857
H -2.5225 1.1010 7.9040
H -1.0775 2.7333 13.2276
H -0.4947 3.3631 11.6948
H 0.3255 1.9643 12.3611
C -3.3351 -8.8972 8.2649
O -3.0169 -7.5752 8.6897
C -2.1868 -6.8537 7.9667
O -1.6689 -7.2235 6.9479
O -1.9954 -5.6834 8.5554
C -1.2868 -4.7113 7.7800
H -2.4695 -9.3686 7.8057
H -4.2011 -8.8053 7.6090
H -3.6249 -9.4710 9.1417
H -0.2596 -5.0575 7.6795
H -1.3310 -3.7714 8.3235
H -1.7485 -4.5384 6.8092
C -7.7468 -7.5574 7.8704
O -8.6163 -6.4534 8.0245
C -9.9126 -6.6588 7.9858
O -10.4735 -7.6784 7.6979
O -10.5586 -5.5243 8.2457
C -11.9760 -5.5785 8.2089
H -6.6957 -7.3105 7.7588
H -8.0770 -8.1314 7.0029
H -7.8559 -8.1830 8.7598
H -12.3504 -5.7973 9.2085
H -12.3591 -6.3149 7.5040
H -12.3086 -4.6050 7.8525
C -0.5868 -6.8962 2.8670
O -0.9815 -5.9194 3.8281
C -1.1837 -4.7091 3.3559
O -0.9738 -4.2938 2.2560
O -1.6465 -3.9491 4.3763
C -2.1340 -2.6764 3.9889
H -1.3794 -7.2338 2.2060
H -0.3130 -7.7749 3.4596
H 0.3614 -6.5862 2.4298
H -3.0983 -2.7680 3.4846
H -1.3565 -2.1240 3.4657
H -2.4036 -2.0811 4.8641
C -5.2277 -4.4437 7.0317
C -4.6032 -3.1126 7.1056
N -4.0960 -2.0860 7.1478
H -6.0852 -4.4460 7.7039
H -4.4267 -5.0951 7.3843
H -5.5860 -4.6856 6.0356

As for the HOMO energy: -0.393 Ha. As for the structure (SMILES): COC(=O)OC.COC(=O)OC.COC(=O)OC.COC(=O)OC.COC(=O)OC.CC#N. Its net charge is 0. The value obtained for the HOMO-LUMO gap is 11.001 eV. The LUMO energy comes out at 0.32 eV.

---

No. 4
ORCA calculation (wB97M-V/def2-TZVPD) on a cluster of 3 separate species, C4H8O in total.

Element x y z (Å)
C -0.0252 0.4436 -1.1950
C -0.8700 1.1286 -0.4969
C 0.5738 1.3581 -0.1658
H 0.1521 -0.2321 -2.0162
H -1.8865 1.4222 -0.2914
H 0.9875 0.9531 0.7658
H 1.0517 2.2858 -0.4874
H -0.9924 -0.3388 1.7556
H -1.4154 0.2285 1.5299
C 0.6036 -1.8119 0.1414
O 0.4988 -1.6798 1.3356
H -0.2064 -2.2359 -0.4848
H 1.5285 -1.5213 -0.3909

As for the HOMO energy: -0.355 Ha. As for the structure (SMILES): C1=CC1.[H][H].C=O. Its net charge is 0. The value obtained for the HOMO-LUMO gap is 10.347 eV. The LUMO energy comes out at 0.69 eV.

---

No. 5
ORCA calculation (wB97M-V/def2-TZVPD) on a structure of composition C15H31CuIP2 at a distorted geometry.

Element x y z (Å)
P 0.2916 -0.6126 -5.0960
P 1.1668 2.7468 -4.6348
C 0.3774 0.6697 -6.4022
C 1.4251 1.7822 -6.2185
H -0.6227 1.1283 -6.3795
H 0.5184 0.1654 -7.3677
H 2.4520 1.3682 -6.1714
H 1.3938 2.5184 -7.0311
C -0.6115 2.7526 -4.3570
H -0.7791 3.1581 -3.3459
H -1.0383 1.7304 -4.3819
H -1.0772 3.4271 -5.0941
C 1.6474 4.5141 -4.7005
H 1.0043 5.0923 -5.3715
H 2.7039 4.6507 -4.9584
H 1.4984 4.9082 -3.6933
C -0.5600 -1.8577 -6.2828
H -0.8280 -2.7914 -5.7672
H 0.1221 -2.0882 -7.1135
H -1.4665 -1.4280 -6.7257
C 1.8869 -1.5991 -5.3460
H 2.5684 -1.3000 -4.5205
H 2.2708 -1.2900 -6.3430
H 1.6487 -2.6867 -5.3185
Cu 2.4412 1.6951 -3.4944
C -2.1957 -0.1571 -3.0959
C -2.3974 -0.6653 -4.3383
C -3.1291 -1.9414 -4.5908
C -2.6994 -3.0226 -3.5314
C -1.2740 -3.3783 -3.5120
C -0.2373 -2.5460 -3.2824
C -0.0799 -1.4699 -2.2482
C -1.3675 -0.6744 -1.9622
C 2.9444 1.9057 -1.6010
H -2.8886 0.6270 -2.7484
H -2.4158 0.0332 -5.1769
H -2.9659 -2.3246 -5.5879
H -4.2172 -1.7907 -4.5061
H -3.0015 -2.6002 -2.5774
H -3.2874 -3.9224 -3.6628
H -0.9726 -4.4327 -3.6273
H 0.7420 -2.9488 -3.5800
H 0.7445 -0.7837 -2.5293
H 0.2176 -1.9379 -1.2882
H -2.0831 -1.2214 -1.3444
H -1.0380 0.1755 -1.3684
H 3.5259 2.8284 -1.4118
H 3.3829 0.9888 -1.1897
H 1.8815 2.0281 -1.2450
I 4.7893 2.3431 -3.8219

As for the HOMO energy (spin up / spin down): -0.264 / -0.264 Ha. Its expectation value of S² is 0.756. Its net charge is 0. The value obtained for the HOMO-LUMO gap (spin up / spin down) is 7.359 / 6.423 eV. The multiplicity is 2. The LUMO energy (spin up / spin down) comes out at 0.18 / -0.75 eV.

---

No. 6
ORCA calculation (wB97M-V/def2-TZVPD) on an isolated molecule of C3H3Cl3O2S at a distorted geometry.

Element x y z (Å)
C -0.3113 -0.6969 1.1167
C 0.1696 0.4619 -1.2458
C -0.6342 0.5143 1.6528
O 0.7876 -1.0253 0.5805
O 2.2348 -1.0795 -1.6713
S 0.9185 -1.2410 -1.2209
Cl -1.5660 -1.9312 1.0862
Cl 0.6157 1.6345 1.8722
Cl -1.6187 0.4749 -1.2507
H 0.5170 0.9610 -2.1660
H 0.5108 1.1457 -0.5028
H -1.6239 0.7817 1.7490

As for the HOMO energy: -0.326 Ha. Its net charge is 0. The value obtained for the HOMO-LUMO gap is 8.525 eV. The LUMO energy comes out at -0.35 eV.

---

Relative energy (zero: lowest compared OMol25 entry of this formula, charge and spin) readings, ordered: 3.010; 3.573; 0.412; 4.799; 3.017; 0.000 eV